Density functional theory data (ωB97M-V/def2-TZVPD) for 3 unconnected molecules or ions with the total composition C31H70BFN6O16P3S at a distorted geometry.

Last column: Mulliken charge in e.
Atoms and positions in Å:
1 C 3.4471 -1.3739 3.6834  -1.15
2 C 2.1432 -1.2769 3.1104  -0.13
3 C 1.2977 0.1235 2.9187  1.49
4 C 1.5646 0.5035 4.4550  -2.48
5 O 0.7874 1.4104 5.2518  -0.10
6 N 1.4792 1.7405 6.3796  -0.08
7 O 0.6665 1.7822 7.2597  -0.34
8 C 2.1774 0.7924 1.7602  0.79
9 P 3.0751 -0.2816 0.4453  0.46
10 N 3.8355 -1.5932 0.7556  -1.02
11 O 4.3022 0.6450 -0.3755  -0.31
12 O 2.0878 -0.6775 -0.9322  -0.51
13 P 3.6252 1.9215 2.3393  0.88
14 O 5.0748 1.0301 2.5649  -0.58
15 O 3.3930 2.8915 3.6902  -0.64
16 S 4.1979 3.3438 1.0843  -0.31
17 C 1.3748 1.7902 0.7249  -2.98
18 C -0.2359 1.6699 0.7197  1.81
19 F -0.7020 3.0740 0.6944  -0.50
20 B -0.6220 1.2626 -0.7911  -0.42
21 O -0.1461 2.2330 -1.8079  -0.49
22 N -1.4840 0.2405 -1.4227  0.11
23 C -2.3160 0.9641 -2.4836  -0.86
24 C -0.7740 -0.7766 -2.2546  -1.03
25 C -0.8937 1.0985 2.0378  0.86
26 C -2.5064 1.0021 2.0716  -0.56
27 C -3.4326 1.6698 1.0045  -0.65
28 C -3.7300 3.2226 0.9514  -0.71
29 O -5.0282 3.3716 0.2812  -0.41
30 C -4.8850 4.1334 -0.9393  -0.55
31 P -0.9323 2.6283 3.2411  0.52
32 N 0.3681 3.4806 3.4793  -0.79
33 N -0.1832 -0.1469 2.6018  1.82
34 C -0.2990 -1.3018 1.6313  0.76
35 C -1.5984 -1.8401 0.9384  -0.63
36 N -1.2029 -3.0328 0.0936  -0.66
37 C -0.9343 -0.6681 3.8026  -1.76
38 O -0.3874 -1.8094 4.4991  -0.25
39 C -1.3297 -2.3425 5.4209  0.70
40 C -1.9437 -3.8246 5.2519  -0.96
41 O -1.6809 -1.7067 6.4200  -0.48
42 H 3.8030 -0.9016 4.6461  0.24
43 H 4.1840 -2.1195 3.2167  0.33
44 H 1.7472 -2.3254 3.0421  0.10
45 H 1.5073 -0.4086 5.1725  0.85
46 H 2.6445 0.8390 4.6863  1.01
47 H 4.8387 -1.5183 0.5697  0.24
48 H 3.8497 1.2279 -1.0266  0.35
49 H 2.1348 0.0413 -1.5949  0.39
50 H 5.8267 1.6563 2.4877  0.40
51 H 2.9243 3.7336 3.4914  0.38
52 H 1.8353 1.7810 -0.3270  0.65
53 H 1.5548 2.9028 0.9823  0.71
54 H 0.5662 1.7432 -2.2833  0.39
55 H -2.7196 1.9610 -2.1069  0.11
56 H -3.2400 0.2960 -2.6345  0.37
57 H -1.7778 1.0260 -3.4808  0.41
58 H -1.5911 -1.3226 -2.8563  0.31
59 H -0.2213 -1.5804 -1.6799  0.17
60 H -0.0630 -0.3370 -3.0296  0.40
61 H -2.9728 1.3063 3.0920  0.41
62 H -2.9290 -0.0711 2.0706  0.16
63 H -4.5012 1.2758 1.2415  0.79
64 H -3.3408 1.3087 -0.0856  -0.53
65 H -3.8959 3.6681 2.0009  0.17
66 H -3.0121 3.8729 0.3657  0.41
67 H -3.9682 3.8514 -1.5584  0.24
68 H -4.9422 5.2592 -0.7145  0.30
69 H -5.7902 3.8678 -1.5946  0.19
70 H -1.4608 2.2433 4.5420  0.20
71 H -1.9035 3.6077 2.7933  0.06
72 H 1.0921 2.9745 2.9742  -0.18
73 H -0.0258 -2.3220 2.0887  0.26
74 H 0.4532 -1.1250 0.8083  -0.80
75 H -2.2991 -1.1533 0.3894  0.04
76 H -2.2761 -2.3240 1.7471  0.20
77 H -1.9053 -3.1364 -0.6487  0.29
78 H -1.3100 -3.8846 0.6752  0.30
79 H -1.9427 -1.1510 3.5235  1.24
80 H -1.2191 0.1143 4.5708  0.69
81 H -1.9294 -4.3142 6.2883  0.35
82 H -3.0256 -3.7944 4.9121  0.28
83 H -1.2728 -4.4334 4.5450  0.29
84 C -5.6218 -2.8394 -0.6409  -0.50
85 O -5.9689 -2.5770 -1.9847  -0.29
86 C -7.1211 -3.2693 -2.4517  -0.51
87 C -8.3306 -2.3791 -2.7688  -0.29
88 O -8.8680 -1.5368 -1.7553  -0.47
89 C -8.0356 -0.5461 -1.1777  -0.38
90 C -7.3710 0.5142 -2.0724  0.00
91 O -6.5530 -0.0066 -3.1129  -0.18
92 C -7.0169 0.2639 -4.4299  -1.02
93 H -4.7133 -3.4582 -0.6131  0.18
94 H -5.3801 -1.8930 -0.1515  -0.05
95 H -6.4185 -3.3280 -0.0746  0.45
96 H -7.4081 -4.0750 -1.7686  0.40
97 H -6.8294 -3.7498 -3.3921  0.35
98 H -9.1476 -3.0553 -3.0424  0.45
99 H -8.1649 -1.7892 -3.6662  0.03
100 H -7.3040 -1.0263 -0.5341  0.03
101 H -8.6775 0.0055 -0.4835  0.45
102 H -6.6973 1.0903 -1.4262  -0.04
103 H -8.1186 1.2128 -2.4543  0.44
104 H -8.0408 0.6323 -4.4624  0.44
105 H -6.9659 -0.6636 -5.0069  0.31
106 H -6.3431 0.9822 -4.8997  0.21
107 C 9.3853 1.4707 -1.9384  -0.84
108 O 8.7811 0.1916 -1.9808  -0.32
109 C 7.3904 0.1782 -1.7010  -0.11
110 C 6.4937 -0.2049 -2.8883  0.06
111 O 6.5591 0.5517 -4.0918  -0.48
112 C 7.7939 0.6274 -4.7879  -0.29
113 C 8.4916 -0.6623 -5.2536  -0.46
114 O 8.7784 -1.5973 -4.2222  -0.31
115 C 8.0837 -2.8326 -4.3258  -0.82
116 H 10.0171 1.5456 -1.0433  0.24
117 H 10.0427 1.5750 -2.8033  0.27
118 H 8.6637 2.2917 -1.9512  0.40
119 H 7.0611 1.1254 -1.2611  0.30
120 H 7.2409 -0.5882 -0.9312  0.13
121 H 5.4599 -0.1022 -2.5408  0.14
122 H 6.5857 -1.2604 -3.1309  -0.02
123 H 8.4782 1.2615 -4.2326  0.08
124 H 7.5810 1.1993 -5.6966  0.44
125 H 9.4637 -0.3604 -5.6601  0.36
126 H 7.9340 -1.1216 -6.0728  0.36
127 H 7.2655 -2.8118 -5.0442  0.41
128 H 7.6724 -3.0764 -3.3419  0.24
129 H 8.7961 -3.6159 -4.5889  0.24

Atomic forces in eV per Å
-1.75 -0.23 -0.38
2.60 -0.95 1.42
2.78 -2.52 2.65
1.57 -0.25 2.94
-0.87 -0.09 -2.29
-2.14 -0.14 2.49
2.16 0.62 -0.90
-1.16 1.46 -1.50
4.08 -2.47 -3.79
-0.80 0.77 0.95
-3.53 -0.28 0.81
0.27 1.87 2.12
4.36 3.64 -0.04
-3.23 0.46 0.73
-0.50 -2.68 -0.44
-0.98 -0.62 -0.29
-0.32 1.58 0.93
0.83 0.66 -0.31
0.47 -1.83 0.11
-0.56 0.94 -3.12
1.13 -1.66 2.24
0.60 0.44 -0.83
-1.66 -0.55 0.19
-0.23 -1.72 -0.43
-1.91 1.92 0.69
-2.02 -1.87 0.20
-1.99 0.28 -1.29
-0.81 0.71 0.43
1.76 0.06 -0.58
-1.29 0.24 -0.81
0.92 2.45 1.42
0.18 -0.99 -1.00
-0.69 -1.17 0.06
1.19 -2.66 -2.55
-2.60 -1.14 1.07
-0.47 0.52 0.75
-3.57 -0.77 2.72
0.19 -0.11 -0.47
-2.04 0.05 3.42
1.51 0.13 -0.26
1.37 -1.18 -3.45
-0.08 0.50 -1.87
-1.77 0.47 1.14
0.15 1.42 -1.59
-0.21 0.82 -2.22
-1.45 -0.45 -1.29
-0.47 -0.15 -0.08
0.92 0.06 0.54
-0.10 -0.59 0.32
-0.71 -0.04 -0.12
0.33 -0.62 -0.22
-0.96 -0.28 1.66
-0.26 -1.73 -0.11
-0.94 0.72 -0.12
0.82 -1.19 -0.67
1.25 0.93 0.11
-0.60 0.35 1.33
1.27 0.77 0.83
-0.63 1.17 -0.41
-0.75 -0.26 0.86
1.29 -0.02 -1.35
1.30 1.38 -0.24
1.78 0.48 -0.10
0.48 0.37 1.76
0.51 -0.74 -1.42
-0.38 -1.01 0.99
-0.97 0.45 1.02
0.38 -1.59 -0.41
1.25 0.45 1.02
-0.17 -0.45 -1.16
0.00 -1.53 0.02
0.36 0.48 0.35
0.34 2.23 -0.04
-0.77 -0.15 0.79
1.41 -0.47 0.24
0.92 1.21 -0.75
0.48 0.18 0.29
0.24 0.74 -0.57
1.46 1.64 -0.74
1.02 -0.46 -1.12
0.05 0.91 -1.53
1.44 0.19 0.23
-1.26 0.82 0.95
0.43 0.09 -0.28
-0.30 -0.28 0.46
-0.09 0.20 -0.21
-0.15 0.07 -0.24
0.15 -0.07 -0.08
0.08 0.12 0.20
0.27 -0.36 0.17
-0.65 0.30 -0.09
0.57 -0.31 0.00
-0.17 -0.11 0.09
-0.03 0.08 0.05
0.02 -0.01 -0.06
0.03 0.14 0.15
-0.17 -0.01 -0.02
0.04 -0.02 0.21
0.34 0.03 -0.04
0.35 -0.02 -0.10
-0.12 0.01 -0.16
-0.20 0.05 0.19
-0.06 -0.09 -0.18
-0.06 0.06 0.10
-0.02 0.06 -0.03
-0.12 0.14 -0.09
0.48 -0.20 0.18
-0.52 0.45 0.02
0.14 -0.20 -0.20
-0.12 -0.22 -0.10
-0.05 -0.08 0.18
0.30 0.16 -0.14
0.16 0.21 0.39
-0.65 -0.07 -0.50
0.47 0.05 0.48
-0.17 0.12 -0.06
0.00 0.01 -0.03
-0.04 -0.08 0.01
0.07 0.10 -0.13
-0.21 -0.02 -0.04
0.08 0.16 0.00
0.32 -0.12 0.12
0.25 -0.16 0.19
-0.16 -0.13 -0.01
-0.13 0.18 -0.13
-0.13 -0.12 0.09
-0.02 0.08 -0.12
-0.01 -0.04 -0.04
-0.09 -0.11 -0.14

Properties
**E**: -117053.5924 eV
**Total charge**: +1

Density functional theory data (ωB97M-V/def2-TZVPD) for a molecular structure, C6H7LiO6Pt at a distorted geometry.

Last column: natural (NBO) charge in e.
Atoms and positions in Å:
1 Pt 1.8001 2.2598 -0.4654  1.33
2 O 0.3712 1.2867 -0.6316  -0.48
3 O 1.1523 -1.0070 -0.6172  -0.42
4 C 2.5420 -1.2086 -0.9285  -0.12
5 C 3.2352 -0.4239 0.1742  -0.11
6 O 2.2780 0.6444 0.4102  -0.52
7 C 1.0089 0.1752 -0.0100  0.67
8 H 2.7450 -2.2822 -0.8962  0.28
9 H 2.7562 -0.8055 -1.9271  0.22
10 H 4.1860 0.0238 -0.1258  0.26
11 H 3.3442 -0.9971 1.1015  0.26
12 Li -5.7862 -0.2076 -0.7371  0.97
13 O -4.6061 1.3541 -0.3326  -0.73
14 O -2.5394 0.9652 0.3781  -0.50
15 C -1.5740 0.0509 0.7039  -0.13
16 C -0.1950 0.5632 0.7135  0.13
17 O -3.9759 -0.7496 -0.0381  -0.79
18 C -3.7687 0.4773 -0.0587  0.94
19 H -1.8413 -0.5011 1.6176  0.29
20 H -0.0599 1.2712 1.5405  0.25
21 H -1.0726 -0.8893 0.1288  0.22

Atomic forces in eV per Å
7.74 12.94 -2.11
-7.85 -4.77 -1.46
-0.61 0.92 0.41
0.68 -0.10 -0.44
1.10 -1.08 -0.39
0.17 -3.31 2.51
-1.23 -5.29 1.25
-0.06 0.25 -0.03
-0.06 -0.18 0.16
-0.19 -0.07 0.14
-0.11 0.32 -0.09
0.30 0.17 0.19
0.60 -0.36 -0.22
1.21 0.29 -0.92
1.93 -4.23 -1.30
-0.07 2.88 2.78
0.50 -0.07 -0.23
-1.78 0.05 0.38
0.61 0.39 0.40
0.73 0.44 -0.35
-3.60 0.81 -0.67

Properties
**Relative energy (zero: lowest compared OMol25 entry of this formula, charge and spin)**: 0.0000 eV
**⟨S²⟩**: 2.005
**2S+1**: 3
**Total charge**: +2

Density functional theory data (ωB97M-V/def2-TZVPD) for 2 unconnected molecules or ions with the total composition C3H11NO2 at a distorted geometry.

Last column: natural (NBO) charge in e.
Atoms and positions in Å:
1 C 0.2447 -1.4583 -1.6313  -0.07
2 O 1.5461 -1.2864 -1.0491  -0.72
3 C -0.8199 -0.7509 -0.7529  -0.08
4 C -2.2316 -0.7493 -1.3206  -0.62
5 N -0.7134 -1.4711 0.5305  -0.87
6 H 0.3371 -1.1766 -2.6804  0.18
7 H -0.0061 -2.5210 -1.5318  0.17
8 H 1.5386 -1.9429 -0.3661  0.46
9 H -0.5363 0.3030 -0.6125  0.17
10 H -2.9819 -0.7527 -0.5352  0.21
11 H -2.2240 -1.5984 -2.0162  0.21
12 H -2.4391 0.1345 -1.9180  0.22
13 H 0.0313 -1.0901 1.0841  0.37
14 H -1.6240 -1.4875 0.9734  0.37
15 H 2.2998 4.1331 3.5617  0.46
16 H 1.2802 4.9313 4.2069  0.46
17 O 1.7357 4.9014 3.3691  -0.92

Atomic forces in eV per Å
-0.10 0.05 0.43
-0.50 0.35 -0.61
1.00 0.73 0.14
0.84 -0.53 -0.67
-0.81 -0.17 -0.81
-0.34 0.27 0.08
-0.15 0.04 -0.51
0.44 -0.45 0.76
0.28 -0.18 -0.05
-0.16 -0.50 -0.05
-1.01 -0.09 0.34
0.24 0.14 -0.07
-0.21 0.19 0.51
0.47 0.14 0.50
0.07 0.30 -0.63
-0.63 0.52 0.36
0.56 -0.82 0.27

Properties
**Relative energy (zero: lowest compared OMol25 entry of this formula, charge and spin)**: 0.6972 eV
**Total charge**: 0

Density functional theory data (ωB97M-V/def2-TZVPD) for a molecular structure, C5H12N2 at a distorted geometry.

Last column: natural (NBO) charge in e.
Atoms and positions in Å:
1 C 0.3102 -1.2320 0.0456  0.19
2 C -0.6829 -0.6887 -0.9343  -0.55
3 C 1.7095 0.3204 0.4302  -0.89
4 C -0.9613 1.3863 0.4813  -0.73
5 C -1.0395 0.8281 -0.8471  0.32
6 N -0.1814 -1.6543 1.2477  -0.80
7 N -1.1639 1.5405 -1.9014  -0.66
8 H 1.0865 -1.8778 -0.3501  0.21
9 H 0.4853 -2.0275 1.9072  0.39
10 H -0.8707 -1.0579 1.6844  0.39
11 H -0.9148 1.0318 -2.7497  0.32
12 H -0.3372 -0.9021 -1.9460  0.23
13 H -1.6329 -1.2143 -0.7765  0.24
14 H 2.1505 0.2451 -0.5632  0.21
15 H 1.9746 1.3228 0.7785  0.24
16 H 2.3023 -0.3103 1.0953  0.20
17 H 0.3773 0.9373 0.6506  0.29
18 H -1.0333 2.4667 0.5210  0.23
19 H -1.5785 0.8859 1.2268  0.19

Atomic forces in eV per Å
0.80 1.70 0.76
-0.33 0.52 -0.12
1.00 -1.70 -0.74
1.74 -0.68 0.70
0.70 -0.39 -0.98
-0.25 -0.31 0.27
0.08 0.02 0.29
0.01 0.11 0.01
-0.03 0.07 -0.09
0.06 -0.04 -0.09
-0.24 -0.16 0.10
-0.08 0.03 0.01
0.09 -0.11 -0.04
0.14 0.07 -0.08
-0.60 0.26 -0.01
-0.06 -0.26 0.01
-2.96 0.81 -0.05
-0.02 0.00 0.00
-0.04 0.05 0.06

Properties
**Relative energy (zero: lowest compared OMol25 entry of this formula, charge and spin)**: 4.4702 eV
**Total charge**: 0

Density functional theory data (ωB97M-V/def2-TZVPD) for C8H8N2O3S in the gas phase at a distorted geometry.

Last column: natural (NBO) charge in e.
Atoms and positions in Å:
1 C -2.6364 1.4051 0.1525  -0.21
2 C -2.1953 1.1399 -1.0707  -0.18
3 C -1.9975 0.9317 1.2794  -0.17
4 C -1.0449 0.3877 -1.2952  -0.30
5 C -0.8989 0.1372 1.1009  0.03
6 C -0.4780 -0.0808 -0.1945  0.30
7 C 0.8922 -1.0584 1.4855  0.27
8 C 1.5967 -1.9804 -0.7254  -0.41
9 N -0.0633 -0.5060 2.0471  -0.38
10 N 1.0412 -0.8729 0.0660  -0.54
11 O 1.3667 1.5977 0.8334  -0.92
12 O 1.8525 1.0948 -1.4974  -0.93
13 O 3.2839 0.2902 0.3050  -0.95
14 S 2.0616 0.8603 -0.1172  2.55
15 H -3.4712 1.9309 0.2219  0.21
16 H -2.9631 1.6338 -1.8239  0.23
17 H -2.4880 1.2122 2.2548  0.24
18 H -0.7623 0.3478 -2.3257  0.26
19 H 1.6617 -1.7369 1.9557  0.21
20 H 2.1309 -1.5799 -1.5615  0.24
21 H 2.2799 -2.4500 -0.0133  0.22
22 H 0.8316 -2.7041 -1.0774  0.22

Atomic forces in eV per Å
2.38 -1.69 1.70
-1.93 1.15 -3.14
-1.19 0.38 2.13
-1.16 1.10 -2.32
0.60 -0.51 0.25
3.60 -2.83 1.36
1.90 -1.80 -0.89
-0.64 -0.29 0.65
-1.63 0.67 1.44
-4.19 2.35 -0.47
-1.36 2.08 1.55
-0.10 0.21 -0.93
1.61 -0.35 0.04
1.33 -1.66 -0.76
-3.53 2.35 0.70
2.45 -1.48 0.59
1.15 -0.63 -0.87
0.80 -0.61 -0.18
-0.92 1.07 -0.31
0.34 0.20 -0.44
0.12 -0.27 -0.52
0.35 0.55 0.42

Properties
**Relative energy (zero: lowest compared OMol25 entry of this formula, charge and spin)**: 2.2335 eV
**Total charge**: 0

Density functional theory data (ωB97M-V/def2-TZVPD) for a gas-phase ion, C5H10N2 (charge +2) at a distorted geometry.

Last column: natural (NBO) charge in e.
Atoms and positions in Å:
1 C -0.0792 -0.5614 -0.0333  0.52
2 C 2.2299 -1.0472 -0.1361  0.24
3 C -0.9314 -1.7243 -0.2869  -0.19
4 C -2.1769 0.7096 -0.0185  -0.46
5 C 1.4875 1.1762 0.4047  -0.46
6 N -1.2812 -0.3135 -0.1477  -0.11
7 N 1.3026 -0.2297 0.1853  -0.27
8 H 3.2471 -0.7665 -0.1010  0.27
9 H 1.9977 -2.0573 -0.4829  0.26
10 H -0.9677 -2.0887 -1.4087  0.26
11 H -1.2231 -2.3983 0.5170  0.27
12 H -3.1301 0.3779 0.2229  0.29
13 H -2.3256 1.0498 -1.1017  0.30
14 H -1.7205 1.5748 0.6055  0.28
15 H 1.0062 1.5882 1.3742  0.28
16 H 1.0587 1.7351 -0.3596  0.26
17 H 2.5274 1.4160 0.4684  0.27

Atomic forces in eV per Å
2.49 -2.85 0.18
-0.87 -1.51 -0.30
-0.02 -2.01 -3.07
-0.03 4.39 -1.86
0.33 1.82 3.55
1.89 0.57 1.18
-2.51 0.80 -0.82
1.05 0.62 0.22
-0.15 0.18 0.23
-0.12 0.42 2.49
0.02 0.07 -0.12
-1.66 -0.63 1.12
0.10 0.15 1.25
-1.12 -1.57 -0.99
0.68 -1.24 -1.31
-0.76 0.75 -1.74
0.68 0.04 -0.01

Properties
**Relative energy (zero: lowest compared OMol25 entry of this formula, charge and spin)**: 3.1833 eV
**Total charge**: +2

Density functional theory data (ωB97M-V/def2-TZVPD) for C6H6FN in the gas phase at a distorted geometry.

Last column: natural (NBO) charge in e.
Atoms and positions in Å:
1 C 0.1983 2.1541 -0.6452  -0.62
2 C 0.2882 0.7190 -0.1829  -0.21
3 C 1.5049 0.3373 0.4560  0.27
4 C -0.7274 -0.1486 -0.3222  0.44
5 C -0.9113 -1.5667 0.0159  -0.29
6 C -0.2073 -2.2333 0.9353  -0.32
7 H -0.6841 2.4648 -1.2176  0.25
8 H 0.4291 2.7884 0.2116  0.23
9 H 1.0853 2.2335 -1.2925  0.23
10 H -1.7037 -1.9611 -0.6746  0.24
11 H -0.4067 -3.2800 1.1058  0.21
12 H 0.5402 -1.8045 1.5705  0.22
13 N 2.4661 0.0039 1.0120  -0.31
14 F -1.8716 0.2932 -0.9720  -0.34

Atomic forces in eV per Å
1.39 -0.22 -0.36
-1.42 0.10 -0.20
0.69 -0.72 0.65
-0.59 0.01 -0.30
0.00 0.36 -0.66
-0.91 -0.33 -0.55
0.18 -0.39 0.53
-0.40 0.25 -0.10
-0.31 0.48 -0.10
0.87 -0.23 1.13
-0.04 -0.14 -0.08
0.22 0.40 0.05
-0.83 0.45 -0.60
1.15 -0.02 0.57

Properties
**Relative energy (zero: lowest compared OMol25 entry of this formula, charge and spin)**: 1.7341 eV
**Total charge**: 0

- What is the formula in the first record?
  C31H70BFN6O16P3S

- Which formula does entry 4 have?
  C5H12N2

- total charge of number 3 (C3H11NO2)?
  0

- total charge of number 7 (C6H6FN)?
  0